(1)
DFT (ωB97M-V with the def2-TZVPD basis set) results for a 2-piece molecular cluster, C4H11NO overall.

Values from the calculation:
Structure (SMILES) ... C=CC.NCO
Relative energy (zero: lowest compared OMol25 entry of this formula, charge and spin) ... 1.770 eV
Kohn-Sham gap ... 10.557 eV
E_tot ... -7862.783 eV
Net charge ... 0

Structure (XYZ):
```
17
Properties=species:S:1:pos:R:3:forces:R:3:mulliken_charge:R:1
O -1.27852 -1.09822 -0.10793 0.081 0.050 0.004 -0.509
N 0.17938 -2.01777 -1.80624 -0.061 -0.370 -0.270 -0.474
C 1.18070 1.31918 -0.17006 -0.216 -0.202 0.170 -0.842
C -1.03753 -2.12690 -1.06561 -0.201 -0.068 0.278 -0.345
C 0.62478 2.10166 0.73772 -0.838 0.039 -0.091 0.116
C 0.14092 1.58017 2.07283 0.245 0.183 -0.230 -0.948
H 0.42785 -1.09047 -2.11679 -0.031 -0.066 0.061 0.213
H -1.89600 -2.20775 -1.73572 -0.025 0.233 -0.143 0.271
H -1.01850 -3.04470 -0.47848 0.105 -0.033 -0.100 0.291
H 0.95332 -2.51470 -1.40075 0.150 0.289 0.158 0.239
H 0.96837 1.16941 2.65146 0.038 0.141 0.098 0.296
H -1.39105 -0.26413 -0.57745 0.000 -0.016 0.049 0.302
H 1.23580 0.27467 0.10343 0.479 -0.233 -0.295 0.256
H -0.32107 2.39584 2.62295 -0.065 -0.156 0.246 0.314
H 0.32740 3.11615 0.48138 0.426 0.097 0.105 0.319
H 1.47283 1.64640 -1.15816 0.036 0.015 0.019 0.262
H -0.56871 0.76116 1.94743 -0.121 0.099 -0.059 0.237
```
Forces are in eV/Å.



(2)
DFT (ωB97M-V with the def2-TZVPD basis set) results for a 2-piece molecular cluster, C4H11NO2 overall in a non-equilibrium geometry.

Values from the calculation:
2S+1 ... 2
Relative energy (zero: lowest compared OMol25 entry of this formula, charge and spin) ... 2.928 eV
Kohn-Sham gap (spin up / spin down) ... 2.535 / 7.516 eV
E_tot ... -9908.510 eV
Net charge ... -1

Structure (XYZ):
```
18
Properties=species:S:1:pos:R:3:forces:R:3:lowdin_spin:R:1
O -1.32126 -0.22608 0.75576 0.056 0.027 -0.390 0.212
O -1.52354 3.37711 -1.95030 -0.054 0.448 -0.244 0.056
N 0.33428 -1.71470 -0.01576 -0.745 0.371 0.108 0.081
C -0.20234 -0.80748 0.94724 -1.260 -0.371 -0.715 0.367
C 2.11137 0.35636 0.75934 -0.462 -1.044 -0.458 0.046
C 0.87323 -0.16678 1.70378 1.296 0.599 0.344 0.073
C -0.19069 -1.69709 -1.41114 2.806 -0.483 0.237 0.023
H 2.68663 1.03183 1.42813 0.089 -0.296 -0.797 0.013
H -2.13588 2.65724 -1.70681 0.136 0.775 -0.003 0.020
H 1.22200 -0.89739 2.53050 0.139 1.523 -1.089 0.033
H 1.80508 0.88484 -0.27126 0.412 -1.127 2.536 0.011
H 1.14265 -2.13355 0.46879 -0.505 -0.257 -2.012 0.003
H 0.66866 -1.57450 -2.25806 -1.827 0.279 1.742 0.020
H -0.59850 -2.66323 -1.59504 -0.509 -0.943 -0.537 0.003
H -1.02742 -0.98630 -1.45600 0.694 0.131 0.086 0.008
H 0.38308 0.72452 2.10418 0.268 -0.139 0.604 0.011
H 2.70252 -0.59744 0.48990 -0.518 1.747 0.299 0.010
H -1.97971 4.23852 -2.06302 -0.017 -1.242 0.288 0.009
```
Forces are in eV/Å.



(3)
DFT (ωB97M-V with the def2-TZVPD basis set) results for a 2-piece molecular cluster, C4H11NO2 overall in a non-equilibrium geometry.

Values from the calculation:
2S+1 ... 2
Relative energy (zero: lowest compared OMol25 entry of this formula, charge and spin) ... 2.192 eV
Kohn-Sham gap (spin up / spin down) ... 2.621 / 9.555 eV
E_tot ... -9909.247 eV
Net charge ... -1

Structure (XYZ):
```
18
Properties=species:S:1:pos:R:3:forces:R:3:lowdin_spin:R:1
O 3.19131 -2.59572 0.32297 1.337 0.148 -0.611 0.015
O 1.10631 -0.30748 -0.86394 1.253 -0.712 -0.497 0.014
N -0.55784 0.92990 -0.21429 -4.559 3.833 -2.060 0.012
C 0.35732 -0.74442 1.35572 -0.855 -0.795 -0.684 0.110
C -0.62464 1.52388 -1.57863 1.481 1.898 -1.173 0.126
C -1.98935 1.07719 0.34770 3.466 -3.524 0.803 0.309
C 0.30029 -0.01369 0.00278 0.596 -1.347 0.994 0.061
H 2.73246 -2.39224 -0.51838 -0.547 -0.211 1.446 0.004
H -2.58487 0.35456 -0.27409 -0.079 0.708 0.853 0.081
H -0.69352 0.78622 -2.36307 0.255 -0.684 -0.086 0.021
H 0.04560 -1.80745 1.04601 0.447 1.378 0.946 0.027
H 2.70401 -2.95770 1.06576 -0.816 0.174 -0.775 0.008
H -1.78848 0.75059 1.40625 -1.398 0.526 -0.773 0.052
H -1.50408 2.19789 -1.84004 0.822 -0.873 1.377 0.040
H -0.20104 -0.35657 2.26073 0.492 -0.381 -1.287 0.039
H 1.42741 -0.71354 1.50977 0.283 -0.367 0.533 0.008
H 0.29797 2.18857 -1.85647 -1.331 -1.346 0.788 0.015
H -2.21888 2.08002 0.19124 -0.847 1.575 0.205 0.058
```
Forces are in eV/Å.



(4)
DFT (ωB97M-V with the def2-TZVPD basis set) results for a 2-piece molecular cluster, C4H11NO2 overall in a non-equilibrium geometry.

Values from the calculation:
2S+1 ... 2
Relative energy (zero: lowest compared OMol25 entry of this formula, charge and spin) ... 2.409 eV
Kohn-Sham gap (spin up / spin down) ... 3.179 / 6.734 eV
E_tot ... -9909.029 eV
Net charge ... -1

Structure (XYZ):
```
18
Properties=species:S:1:pos:R:3:forces:R:3:lowdin_spin:R:1
O -2.93924 2.31013 1.29602 -0.582 0.240 -1.113 0.002
O -2.08096 -0.38555 0.74851 -1.090 -0.948 0.009 0.307
N 1.06530 -0.39193 -1.06703 -0.942 -0.586 -0.513 0.012
C -0.24153 -0.96118 -0.89377 -2.394 0.137 1.965 0.102
C -1.05500 -0.09837 0.05416 1.442 1.954 -0.001 0.427
C 1.92774 -0.39395 0.11889 -0.542 -1.038 -1.667 0.018
C 3.40736 -0.60017 -0.25125 -1.361 2.150 -0.469 0.005
H -0.73465 0.98168 0.00002 -0.061 -0.352 -0.104 0.036
H -3.07424 1.54057 0.70508 0.627 -0.754 0.980 0.001
H 1.25206 -0.28301 -2.05242 1.245 0.089 0.490 0.011
H 1.75406 0.54317 0.65310 0.283 -0.238 0.417 0.008
H 3.64590 0.33797 -0.78166 0.512 -0.056 0.376 0.001
H -2.98827 2.99047 0.61340 0.144 0.435 0.371 0.001
H -0.30132 -1.96020 -0.38813 0.574 -0.032 -0.594 0.013
H 1.58216 -1.26782 0.70672 0.089 0.595 0.120 0.006
H -0.90293 -1.02484 -1.79221 1.081 -0.236 -0.555 0.049
H 3.92810 -0.63028 0.70550 0.686 -0.580 -0.502 0.000
H 3.51426 -1.32223 -1.05966 0.289 -0.780 0.792 0.001
```
Forces are in eV/Å.



(5)
DFT (ωB97M-V with the def2-TZVPD basis set) results for a 3-piece molecular cluster, C4H11NO2 overall in a non-equilibrium geometry.

Values from the calculation:
Structure (SMILES) ... C=N/C=C/C.O.O
Relative energy (zero: lowest compared OMol25 entry of this formula, charge and spin) ... 2.722 eV
Kohn-Sham gap ... 9.456 eV
E_tot ... -9909.520 eV
Net charge ... 0

Structure (XYZ):
```
18
Properties=species:S:1:pos:R:3:forces:R:3:mulliken_charge:R:1
O -1.73749 3.89798 -3.66573 0.009 -0.014 0.056 -0.637
O 6.44362 -1.69846 1.47845 -0.047 -0.057 -0.234 -0.643
N -2.71734 -0.56998 1.03353 0.927 -0.431 0.501 -0.426
C 0.92519 0.12639 0.19412 0.569 -0.965 -0.174 -1.188
C -1.55820 -0.08941 0.36664 -1.120 0.182 0.021 -0.006
C -0.34203 -0.52214 0.65511 0.569 0.399 -0.385 -0.191
C -3.03681 -1.77298 0.87210 -1.411 -1.332 -0.571 -0.225
H -1.76746 4.80043 -3.33199 -0.004 -0.047 -0.076 0.320
H 6.49953 -2.23920 0.67840 0.036 0.115 0.311 0.322
H -1.81002 3.97178 -4.62184 -0.002 0.055 0.027 0.319
H -2.85754 -2.43111 0.00753 1.214 0.456 -0.015 0.256
H 6.94170 -2.16862 2.15327 0.009 -0.058 -0.077 0.321
H -1.77117 0.76526 -0.26741 0.354 0.090 0.029 0.353
H 0.85334 0.93726 -0.52173 -0.331 0.371 0.287 0.322
H -3.74304 -2.32666 1.50263 -0.206 0.892 0.374 0.236
H 1.53971 -0.62240 -0.31439 -0.001 -0.138 -0.070 0.293
H 1.52304 0.36073 1.07771 -0.034 0.538 -0.122 0.298
H -0.14416 -1.34444 1.33334 -0.530 -0.056 0.120 0.278
```
Forces are in eV/Å.



(6)
DFT (ωB97M-V with the def2-TZVPD basis set) results for a 2-piece molecular cluster, C4H11NO2 overall in a non-equilibrium geometry.

Values from the calculation:
Relative energy (zero: lowest compared OMol25 entry of this formula, charge and spin) ... 7.206 eV
Kohn-Sham gap ... 5.190 eV
E_tot ... -9905.036 eV
Net charge ... 0

Structure (XYZ):
```
18
Properties=species:S:1:pos:R:3:forces:R:3:mulliken_charge:R:1
O 2.42458 0.80307 -1.29614 -0.040 -0.789 1.376 -0.671
O -2.43053 -0.26694 0.09072 -0.137 0.947 0.345 -0.556
N 1.49074 -0.38474 0.99023 -1.345 1.003 0.667 -0.537
C 0.14758 -0.45449 0.67366 1.285 -3.379 -0.241 0.173
C -1.89378 0.92041 0.26507 -0.592 -0.434 1.447 -0.341
C 0.13248 -1.59591 -0.41523 -0.734 0.773 0.023 -1.123
C -0.36646 0.90244 0.09690 1.942 1.191 -1.782 -0.643
H 0.39197 -2.51256 0.10152 -0.475 -0.254 0.103 0.337
H 0.15915 1.71380 0.58178 -0.341 0.679 0.489 0.409
H -2.21790 1.71164 -0.44982 0.542 -0.279 -0.788 0.322
H -0.87451 -1.56245 -0.82631 0.275 -0.618 -0.334 0.385
H 2.45221 -0.05028 -1.73432 0.164 0.017 -0.757 0.300
H -2.08540 1.48348 1.21537 -0.351 -0.772 0.144 0.273
H 1.70552 -0.13431 1.96073 -0.383 0.236 0.049 0.237
H -0.62903 -0.78671 1.42073 0.477 0.753 0.100 0.440
H 0.03681 0.98385 -0.93130 -0.387 -0.433 0.360 0.404
H 2.31298 0.42139 -0.36814 0.241 0.898 -1.048 0.380
H 0.91599 -1.48741 -1.15969 -0.141 0.461 -0.154 0.211
```
Forces are in eV/Å.



(7)
DFT (ωB97M-V with the def2-TZVPD basis set) results for a 3-piece molecular cluster, C4H11NO2 overall in a non-equilibrium geometry.

Values from the calculation:
Structure (SMILES) ... C=N/C=C/C.O.O
Relative energy (zero: lowest compared OMol25 entry of this formula, charge and spin) ... 3.961 eV
Kohn-Sham gap ... 9.026 eV
E_tot ... -9908.281 eV
Net charge ... 0

Structure (XYZ):
```
18
Properties=species:S:1:pos:R:3:forces:R:3:mulliken_charge:R:1
O 2.66123 -1.44722 0.45104 0.609 -2.006 -2.508 -0.636
O -1.38856 2.20620 -2.19853 1.952 -3.595 1.572 -0.665
N -0.97363 -1.15072 -0.50908 2.887 -2.419 -2.208 -0.425
C 0.05019 0.23885 1.14252 -2.844 -0.661 -2.847 0.625
C 0.08904 -1.50144 -1.22256 -0.914 2.721 -0.027 -0.229
C -0.97987 -0.00522 0.26916 2.888 -0.716 0.923 -0.741
C -0.10798 1.26158 2.16684 2.099 1.416 0.283 -1.136
H 2.81795 -0.74467 1.02108 0.055 1.560 1.870 0.307
H 0.33738 -2.45932 -1.72582 -1.251 0.183 0.767 0.320
H -0.53761 1.52157 -2.20954 -3.437 2.693 0.138 0.339
H 0.88404 -0.73982 -1.60422 -1.221 -0.805 1.342 0.211
H -0.94400 1.04281 2.81801 0.331 0.110 0.645 0.308
H 0.88560 -0.45043 1.12217 -0.280 0.425 0.104 -0.241
H -1.89664 0.51343 0.35124 -0.909 0.530 -0.036 0.631
H -1.98123 1.79047 -1.47815 1.496 0.948 -1.760 0.356
H -0.12143 2.32209 1.85181 -0.704 -0.533 -0.465 0.297
H 0.92200 1.26060 2.54744 -0.593 0.034 1.584 0.324
H 1.95966 -2.03624 0.71362 -0.163 0.114 0.623 0.354
```
Forces are in eV/Å.